Computed, not measured: a single C19H22N6O2 molecule, with ωB97M-V/def2-TZVPD.

Output
relative energy (zero: lowest compared OMol25 entry of this formula, charge and spin): 65.5 kcal/mol
total charge: 0
LUMO energy: 0.64 eV
spin multiplicity: 1
frontier orbital gap: 9.3 eV

CARTESIAN COORDINATES (ANGSTROEM)
C1 0.587 0.342 -4.157
C2 -4.030 1.305 3.725
H1 0.097 -0.168 -5.005
H2 -2.233 5.561 2.835
H3 -4.981 1.021 3.329
C3 3.320 -2.391 -3.821
H4 -1.674 -0.472 -0.936
C4 4.336 -1.624 -3.262
C5 -2.133 3.621 1.665
H5 0.762 1.427 -4.349
C6 4.179 -0.286 -3.033
O1 -3.246 0.367 1.069
H6 2.872 -3.978 3.944
O2 0.252 1.902 -1.859
H7 0.061 -1.915 -0.627
C7 -0.276 0.762 -1.863
C8 -0.351 -1.549 1.416
N1 -3.348 2.404 3.132
C9 -2.430 1.280 0.974
H8 -3.342 0.455 3.609
C10 2.088 -3.673 3.219
H9 1.168 -0.623 0.194
H10 -4.124 1.434 4.805
C11 2.122 -1.726 -4.225
H11 -0.542 2.012 0.430
H12 3.453 -3.508 -4.014
C12 0.172 -1.004 0.065
N2 -1.150 1.153 0.457
C13 -3.305 3.690 3.543
H13 -3.935 3.995 4.353
N3 2.047 -4.093 1.906
H14 1.377 -2.237 -4.766
C14 -0.787 0.114 -0.584
H15 -0.508 -0.749 2.182
C15 3.020 0.398 -3.374
N4 0.600 -2.479 2.000
H16 -1.433 3.907 0.858
N5 1.124 -3.497 1.244
C16 1.241 -2.552 3.269
H17 1.132 -1.945 4.136
N6 -0.221 0.009 -2.983
C17 -2.548 4.504 2.763
C18 1.932 -0.314 -3.925
H18 5.262 -2.202 -3.036
H19 2.891 1.505 -3.135
H20 5.002 0.247 -2.602
C19 -2.623 2.397 1.938
H21 -0.498 -0.893 -2.787
H22 -1.380 -1.934 1.285

---

Computed, not measured: a molecular structure, C5H9FO, with ωB97M-V/def2-TZVPD.

Output
relative energy (zero: lowest compared OMol25 entry of this formula, charge and spin): 110.9 kcal/mol
total charge: 0
LUMO energy: 1.04 eV
spin multiplicity: 1
frontier orbital gap: 11.1 eV

CARTESIAN COORDINATES (ANGSTROEM)
H1 0.729 -0.573 1.626
C1 0.279 -0.680 -0.652
H2 -2.283 1.031 1.999
C2 0.675 0.114 0.635
F1 -0.320 -1.658 -0.047
C3 1.356 -0.871 -1.844
C4 -0.407 1.121 1.105
H3 -0.684 -0.139 -1.085
H4 2.716 -1.000 -1.481
H5 1.400 0.032 -2.542
H6 1.504 0.778 0.442
H7 0.824 -1.790 -2.366
H8 -2.083 -0.361 0.923
H9 -0.520 1.765 2.000
C5 -1.756 0.620 1.123
O1 -1.429 1.612 0.163